# 1
Density functional theory data (wB97M-V/def2-TZVPD) for C25H37MnN4SbSe4Si2 as an isolated structure.

Values from the calculation:
gap between HOMO and LUMO (alpha / beta)	6.51 / 5.57	eV
highest occupied orbital energy (alpha / beta)	-7.1 / -6.9	eV
multiplicity	4
expectation value of S²	3.8677

Geometry as XYZ:
```
74
C25H37MnN4SbSe4Si2 (wB97M-V/def2-TZVPD)
Mn -0.47399 0.22836 -0.41030
C -2.25193 1.86686 -2.15950
N -2.39460 0.89694 -1.05735
C -3.18349 -0.29257 -1.42628
C -2.31042 -1.35392 -2.04062
C -2.78761 -2.29181 -2.93991
C -1.91874 -3.26048 -3.41871
C -0.59807 -3.24670 -2.99961
C -0.19828 -2.27524 -2.10046
N -1.04297 -1.36083 -1.61738
C -2.90786 1.53526 0.17315
C -1.87637 2.48541 0.70411
C -2.19527 3.69013 1.29483
C -1.17591 4.46127 1.83011
C 0.12561 3.99741 1.74694
C 0.36268 2.77829 1.13810
N -0.61134 2.04018 0.60902
C -0.91773 1.75308 -2.85524
C -0.70578 2.29407 -4.11381
C 0.54395 2.16837 -4.69625
C 1.53611 1.48354 -4.01212
C 1.24345 0.96680 -2.76429
N 0.04710 1.11798 -2.18460
H -2.34362 2.87618 -1.75066
H -3.05916 1.75051 -2.88896
H -4.00549 -0.03319 -2.10186
H -3.62935 -0.70046 -0.51591
H -3.82146 -2.26289 -3.25610
H -2.26782 -4.01052 -4.11522
H 0.11434 -3.97767 -3.35362
H 0.81453 -2.20967 -1.72592
H -3.03279 0.74658 0.92221
H -3.88142 2.01748 0.02684
H -3.22879 4.00077 1.36206
H -1.39684 5.39719 2.32335
H 0.95081 4.55207 2.16667
H 1.36098 2.36919 1.08150
H -1.51207 2.80103 -4.62735
H 0.73619 2.58614 -5.67519
H 2.52044 1.34423 -4.43496
H 1.97049 0.41018 -2.19059
Se -2.09712 1.19103 7.57091
Sb -0.91915 1.12877 5.49755
Se -1.71814 0.37443 3.35753
Se 1.12671 -0.16386 6.16371
Se -0.04332 3.46823 5.03068
C 0.89186 -2.80798 3.04415
Si 0.50872 -2.47106 1.24032
C -1.36520 -2.70788 1.06444
C 1.32972 -3.90832 0.30275
C 1.01511 -0.76976 0.66710
Si 2.78608 -0.28243 0.90447
C 3.19937 0.09115 2.70100
C 3.94848 -1.62810 0.28179
C 3.31552 1.29385 -0.04059
H 0.59733 -3.83164 3.29273
H 0.34340 -2.13048 3.70038
H 1.95407 -2.71074 3.26846
H -1.69981 -3.43488 1.80801
H -1.66138 -3.08311 0.08045
H -1.91303 -1.78365 1.27346
H 0.62600 -4.74063 0.21745
H 2.18657 -4.27308 0.87241
H 1.69482 -3.67713 -0.69951
H 0.50633 -0.16454 1.46146
H 3.15864 -0.79499 3.33226
H 2.48733 0.81040 3.11941
H 4.19871 0.52390 2.79188
H 3.88135 -2.52959 0.89256
H 4.98546 -1.28514 0.30591
H 3.71489 -1.91153 -0.74827
H 2.50360 1.85190 -0.50475
H 4.02544 1.04031 -0.83329
H 3.83408 1.97702 0.63701
```

---

# 2
Density functional theory data (wB97M-V/def2-TZVPD) for C25H37N2OPSSiW as an isolated structure at a distorted geometry.

Values from the calculation:
gap between HOMO and LUMO (alpha / beta)	5.05 / 5.29	eV
energy above the lowest of the compared OMol25 structures with the same formula, charge and spin	0.0	kJ/mol
highest occupied orbital energy (alpha / beta)	-5.5 / -5.7	eV
multiplicity	3
expectation value of S²	2.0109

Geometry as XYZ:
```
69
C25H37N2OPSSiW (wB97M-V/def2-TZVPD)
W 1.18867 0.87673 -0.44898
Si 1.69797 2.83739 0.99570
P -0.06469 2.31931 -1.86727
N 2.52198 0.22410 -1.43154
H -2.80764 1.98883 0.22686
C -1.25465 1.70401 -3.10774
H -1.54032 2.52866 -3.78364
H -2.16526 1.32604 -2.61982
H -0.82167 0.90115 -3.72088
C -0.85347 3.90152 -1.38796
H -1.22810 4.36505 -2.31396
H -0.13516 4.59514 -0.93617
H -1.69791 3.77510 -0.69781
C 1.29880 2.94834 -2.94363
H 0.80998 3.60186 -3.68862
H 1.81386 2.12988 -3.46796
H 2.03607 3.54305 -2.38246
C 0.38968 3.50142 2.22251
H -0.15909 2.67092 2.67512
H -0.33902 4.15081 1.72966
H 0.82946 4.08337 3.04152
H 2.79351 2.49789 1.97569
H 2.17994 4.13793 0.42416
C 3.60981 -0.25174 -2.06992
C 4.72822 -2.05565 -3.23500
C 3.54701 -1.42626 -2.85906
C 4.85613 0.33992 -1.75004
C 6.02883 -0.29670 -2.12201
C 5.95934 -1.48571 -2.86696
H 4.68914 -2.98706 -3.80287
H 2.56421 -1.85611 -3.06271
H 4.84592 1.22599 -1.11031
H 6.98422 0.13207 -1.82536
H 6.88221 -1.98577 -3.16244
C -4.35769 1.97296 1.03476
O -3.11285 2.51709 0.99375
C -4.45653 0.61721 0.39286
H -5.40294 0.48461 -0.15060
H -4.38819 -0.23621 1.11212
H -3.59345 0.49577 -0.34601
C -5.20829 2.99212 1.68771
H -6.06439 3.32121 1.10224
H -4.54162 3.86302 1.82908
H -5.60803 2.72719 2.66644
N 0.32917 -0.11834 1.02440
S -1.09792 -1.09565 1.31251
C -1.05249 -2.42354 0.10580
C 0.13331 -2.83095 -0.50288
C 0.11853 -3.86949 -1.44045
C -1.07146 -4.54049 -1.72953
C -2.25789 -4.16570 -1.08325
C -2.25460 -3.11052 -0.16380
C -0.55887 -2.02563 2.77555
C -1.37796 -2.08291 3.92118
C -0.94729 -2.76884 5.06448
C 0.30115 -3.40865 5.06275
C 1.10095 -3.37724 3.91486
C 0.66389 -2.69262 2.77171
H 0.72311 0.04791 1.95604
H 1.07405 -2.34966 -0.24253
H 1.05457 -4.16011 -1.92589
H -1.07996 -5.36263 -2.44686
H -3.18570 -4.70052 -1.29357
H -3.16075 -2.82202 0.36580
H -2.34290 -1.57396 3.90425
H -1.57428 -2.79676 5.95885
H 0.64845 -3.92962 5.96013
H 2.07279 -3.87702 3.90130
H 1.28807 -2.68150 1.88069
```

---

# 3
Density functional theory data (wB97M-V/def2-TZVPD) for a single C25H37N3O5 molecule.

Values from the calculation:
gap between HOMO and LUMO	8.70	eV
energy above the lowest of the compared OMol25 structures with the same formula, charge and spin	0.0	kJ/mol
highest occupied orbital energy	-8.1	eV
multiplicity	1
SMILES string	COc1ccc(C[C@H](NC(C)=O)C(=O)NC2CCN(C(=O)C3CCCCC3)CC2)cc1OC

Geometry as XYZ:
```
70
C25H37N3O5 (wB97M-V/def2-TZVPD)
C -7.49167 3.25203 1.16973
O -7.49803 1.85143 1.05575
C -6.54033 1.26265 0.28622
C -5.52361 1.92723 -0.37796
C -4.59617 1.23026 -1.13962
C -4.66924 -0.14538 -1.24978
C -3.65158 -0.92033 -2.04281
C -2.35216 -1.16769 -1.25544
N -2.65142 -1.45124 0.13556
C -1.87187 -2.18375 0.95021
C -2.47213 -2.43463 2.31373
O -0.77506 -2.60112 0.61277
C -1.36511 0.01671 -1.39069
O -1.61575 1.03003 -2.01019
N -0.19757 -0.22794 -0.77949
C 0.89167 0.72120 -0.73687
C 1.23345 1.09297 0.70763
C 2.42138 2.05249 0.72866
N 3.56749 1.46501 0.06235
C 4.67921 1.18880 0.79186
O 4.72377 1.44405 1.98177
C 5.86551 0.55504 0.07550
C 7.15498 0.88727 0.83003
C 8.35480 0.21724 0.17042
C 8.16210 -1.29494 0.11651
C 6.87744 -1.63813 -0.63034
C 5.67753 -0.96681 0.03141
C 3.29772 1.13750 -1.31681
C 2.13656 0.14321 -1.41381
C -5.69019 -0.82378 -0.58000
C -6.62545 -0.14338 0.17932
O -7.65328 -0.72437 0.86236
C -7.83439 -2.11174 0.74480
H -6.57298 3.61532 1.64283
H -8.34276 3.49823 1.80265
H -7.61329 3.73684 0.19534
H -5.44205 3.00023 -0.31464
H -3.80636 1.76200 -1.64514
H -4.07514 -1.88090 -2.34024
H -3.38415 -0.35971 -2.93916
H -1.83101 -2.04483 -1.66298
H -3.52483 -1.07157 0.47447
H -2.68366 -1.48894 2.80783
H -1.77211 -3.00705 2.91505
H -3.40112 -2.99213 2.21665
H -0.06728 -1.12075 -0.30968
H 0.55022 1.60879 -1.28165
H 0.37356 1.56106 1.18809
H 1.48781 0.18679 1.26145
H 2.71911 2.27718 1.75390
H 2.15463 2.98441 0.21672
H 5.95311 0.94785 -0.94164
H 7.05484 0.54787 1.86169
H 7.29237 1.97022 0.85263
H 9.26179 0.45722 0.72849
H 8.47654 0.60352 -0.84517
H 9.01627 -1.76418 -0.37647
H 8.10366 -1.68768 1.13379
H 6.73035 -2.72019 -0.64410
H 6.95823 -1.29881 -1.66649
H 4.76527 -1.22393 -0.51096
H 5.57273 -1.33279 1.05501
H 4.17848 0.72023 -1.79930
H 3.02112 2.06032 -1.84376
H 1.92586 -0.07367 -2.46181
H 2.40793 -0.78982 -0.91486
H -5.75041 -1.89750 -0.67755
H -8.00027 -2.41189 -0.29538
H -8.72257 -2.34239 1.33075
H -6.98249 -2.66920 1.15087
```

---

Question: Look up the multiplicity of the first one.
Answer: 4

---

Question: Number 1 is which compound?
Answer: C25H37MnN4SbSe4Si2